# 1
Density functional theory data (wB97M-V/def2-TZVPD) for a structure of composition C8H2N2O4S3Ta at a distorted geometry.

Cartesian coordinates (Å):
Ta  0.2226  2.0926  -1.2158
O  1.3810  4.4031  1.2429
S  0.1400  3.9710  0.6337
O  -1.1342  4.5028  0.9684
O  0.2517  3.9800  -0.9560
O  0.0461  2.3320  0.6683
S  1.7480  0.6958  -2.2111
C  0.7339  -0.3130  -1.2018
C  1.3416  -1.2893  -0.3633
C  0.6377  -2.1215  0.5197
C  1.3100  -3.2120  1.2151
N  2.0361  -4.0044  1.6305
C  -0.7792  -2.0278  0.4185
C  -1.3965  -1.0764  -0.2817
C  -0.6583  -0.1292  -1.0538
S  -1.5960  1.0668  -2.0527
C  -1.7043  -2.8977  1.1267
N  -2.5489  -3.5835  1.5244
H  2.4361  -1.3912  -0.3099
H  -2.4673  -0.9981  -0.3021

Computed properties:
HOMO level   -14.454 eV
LUMO energy   -7.0 eV
Total charge   +1
Gap between HOMO and LUMO   7.47 eV

# 2
Density functional theory data (wB97M-V/def2-TZVPD) for a cluster of 2 separate species, CH8N3 in total at a distorted geometry.

Cartesian coordinates (Å):
N  1.5077  -0.0142  -1.4952
H  2.0575  0.7979  -1.2343
H  0.0826  -1.2491  1.5351
H  1.4434  -0.0981  -2.5089
H  2.0766  -0.8278  -1.2721
N  -0.9615  0.3744  -0.2648
C  -1.2524  0.1945  0.9712
N  -0.4185  -0.4194  1.8279
H  -0.0535  0.2241  -0.8164
H  -1.7327  0.6841  -0.8461
H  -2.2202  0.5474  1.2990
H  -0.5291  -0.2136  2.8047

Computed properties:
HOMO level   -15.344 eV
LUMO energy   -3.6 eV
Total charge   +1
Gap between HOMO and LUMO   11.71 eV
Relative energy (zero: lowest compared OMol25 entry of this formula, charge and spin)   10.2 kcal per mole

# 3
Density functional theory data (wB97M-V/def2-TZVPD) for a cluster of 2 separate species, C5H11N2 in total at a distorted geometry.

Cartesian coordinates (Å):
C  -0.2397  -1.7668  -0.4062
C  -0.7379  -0.9339  -1.2708
C  -0.2303  -2.3691  1.0143
C  -0.7609  1.6904  0.7708
C  1.3189  1.2637  -0.4755
N  0.7103  -1.1370  -1.1860
N  -0.0039  1.5189  -0.4875
H  -1.3963  -0.5742  -1.9433
H  -0.6845  -1.5800  1.5142
H  0.8044  -2.6027  1.2437
H  -0.8566  -3.1745  1.1615
H  -1.2095  2.6474  0.8111
H  -1.3908  0.8259  0.7622
H  -0.0927  1.6961  1.6026
H  1.9291  1.0349  0.3499
H  1.3216  -0.2613  -0.8698
H  1.8025  1.6817  -1.2683
H  -0.2837  2.0404  -1.3230

Computed properties:
HOMO level (spin up / spin down)   -12.615 / -12.615 eV
LUMO energy (spin up / spin down)   -4.8 / -4.8 eV
Total charge   +1
Gap between HOMO and LUMO (spin up / spin down)   7.82 / 7.82 eV
Relative energy (zero: lowest compared OMol25 entry of this formula, charge and spin)   132.6 kcal per mole

Sequential E output: -53547.8098; -5631.2165; -8331.3680 eV